This record from OMol25 describes one molecule with the formula C7H11N. The level of theory is wB97M-V/def2-TZVPD.

Output
HOMO level (eV): -8.677
SMILES: C#C/C=C(\C)[C@H](C)N
Frontier orbital gap (eV): 9.59
Lowest unoccupied orbital energy (eV): 0.91
Relative energy (zero: lowest compared OMol25 entry of this formula, charge and spin) (eV): 3.9437

Geometry (Å):
C: -1.9646 0.7142 -1.0063
C: -1.4027 -0.4627 -0.2677
C: -0.0570 -0.0177 0.0486
C: 0.2031 1.2535 0.7787
C: 0.9614 -0.7262 -0.4071
C: 2.3221 -0.2883 -0.1074
C: 3.5480 -0.0613 -0.0455
H: -2.1049 1.6856 -0.5468
H: -1.2652 1.0187 -1.9111
H: -2.9346 0.5282 -1.5070
H: -1.2861 -1.2983 -1.0253
H: -2.9164 -0.0938 1.3230
H: -1.7483 -1.5256 1.5679
H: -0.3637 1.1953 1.7732
H: 1.2680 1.1585 1.1779
H: -0.1447 2.1401 0.2389
H: 0.8347 -1.5749 -1.0659
H: 4.5860 0.3187 0.0774
N: -2.2266 -0.8602 0.8483

This record from OMol25 describes C7H12Cl6F3NaO3S as an isolated structure. The level of theory is wB97M-V/def2-TZVPD.

Output
HOMO level (eV): -7.854
Frontier orbital gap (eV): 5.41
Lowest unoccupied orbital energy (eV): -2.45
Relative energy (zero: lowest compared OMol25 entry of this formula, charge and spin) (eV): 0.0000

Geometry (Å):
Na: 1.2520 -1.3127 -0.8264
C: 0.6050 5.4452 -2.3723
F: -0.1099 6.3306 -3.0751
F: 1.8901 5.5086 -2.8027
F: 0.5493 5.7188 -1.0854
S: -0.0565 3.6169 -2.7014
O: 0.8608 2.7098 -2.0135
O: -1.4089 3.6333 -2.1555
O: -0.0396 3.4669 -4.1446
Cl: -2.5016 -0.9853 -3.7383
C: -2.9399 -0.6703 -5.4303
C: -4.2158 0.1725 -5.4818
Cl: -5.5682 -0.7721 -5.0768
H: -3.0023 -1.6479 -5.9084
H: -2.1351 -0.1236 -5.9220
H: -4.4236 0.6298 -6.4492
H: -4.0915 0.9146 -4.6932
Cl: 0.1815 -4.8274 1.3184
C: -1.2645 -4.5926 2.3739
C: -1.1968 -3.3102 3.2272
Cl: -1.2337 -2.0093 2.1164
H: -1.2287 -5.4351 3.0646
H: -2.1839 -4.6732 1.7939
H: -0.2824 -3.3499 3.8191
H: -2.1118 -3.2420 3.8155
Cl: 3.6535 -0.7408 3.4477
C: 4.8297 -0.5369 4.8164
C: 4.1068 0.3418 5.8313
Cl: 2.9295 -0.6137 6.7625
H: 5.7308 -0.1008 4.3852
H: 5.0100 -1.5116 5.2698
H: 3.5828 1.1505 5.3218
H: 4.8128 0.8160 6.5130

This record from OMol25 describes C8H15FeNOP as an isolated structure. The level of theory is wB97M-V/def2-TZVPD.

Output
HOMO level (spin up / spin down) (eV): -0.472 / -2.248
Frontier orbital gap (spin up / spin down) (eV): 3.23 / 4.98
Lowest unoccupied orbital energy (spin up / spin down) (eV): 2.76 / 2.73
Multiplicity: 5
Net charge: -1

Geometry (Å):
C: 0.9196 0.7989 -1.9980
C: 0.1721 0.1297 -3.0058
C: -0.3487 -1.2109 -2.8976
C: -0.3351 -2.0287 -1.7429
C: 0.1502 -1.6149 -0.4849
Fe: -0.4832 -0.1853 -1.2927
P: -0.0642 1.8099 0.1888
H: 1.4064 1.7756 -2.2476
H: -0.1190 0.5829 -3.9637
H: -0.7633 -1.6745 -3.7951
H: 0.3241 -2.3033 0.3123
H: -0.7157 -3.0358 -1.8692
H: -1.0531 2.5367 0.9062
H: 0.2096 2.8905 -0.6785
H: 1.0515 2.0945 1.0118
C: 0.7267 -1.1732 4.3827
N: -0.4325 -0.3124 4.1919
C: -1.0450 0.3691 5.3329
C: -0.7577 0.0421 2.9266
O: -0.0687 -0.2759 1.9320
H: 0.8803 -1.3232 5.4596
H: 1.6167 -0.7369 3.9078
H: 0.5273 -2.1225 3.8681
H: -0.9445 1.4692 5.2381
H: -2.1286 0.1561 5.3235
H: -0.5834 0.0230 6.2720
H: -1.6593 0.6709 2.8748

This record from OMol25 describes C18H54F6K3N3O36P6S6 as an isolated structure. The level of theory is wB97M-V/def2-TZVPD.

Output
HOMO level (eV): -9.384
Frontier orbital gap (eV): 8.79
Lowest unoccupied orbital energy (eV): -0.60

Geometry (Å):
K: 0.3564 3.5899 0.9808
K: -3.6163 -1.7823 -0.4512
K: 0.9106 2.8839 -2.5987
N: -0.2382 5.1650 -2.2258
S: 0.1837 6.8023 -2.2156
O: -0.3175 7.6002 -1.1333
O: 0.4076 7.4732 -3.4732
F: 1.6529 6.4316 -1.7836
S: -1.7234 5.1638 -1.7433
O: -2.5844 6.0653 -2.4713
O: -2.0151 5.0458 -0.3572
F: -2.1129 3.7638 -2.3467
N: -4.2871 0.6442 0.8593
S: -5.4026 1.7314 0.1609
O: -4.9713 2.9907 -0.3901
O: -6.6418 1.6158 0.8696
F: -5.5871 0.8447 -1.1545
S: -3.3910 1.7261 1.5570
O: -3.9877 2.4064 2.6803
O: -2.4472 2.4012 0.7149
F: -2.4262 0.7068 2.3162
N: 0.5859 1.1033 -0.4610
S: -0.3081 0.1067 -1.3867
O: -0.7483 -1.1137 -0.7338
O: 0.2069 0.0505 -2.7258
F: -1.6026 1.0119 -1.4963
S: 1.2892 0.1328 0.5108
O: 2.0556 -0.9818 0.0258
O: 0.6499 0.0479 1.7962
F: 2.5721 1.0629 0.8169
C: -1.3596 0.9485 -5.6847
O: -1.8029 -0.3720 -5.4329
P: -3.1930 -0.7742 -4.7308
O: -3.1356 -0.9087 -3.2647
O: -4.1513 0.4298 -5.2506
C: -4.7811 1.2360 -4.2560
O: -3.5714 -2.0680 -5.5743
C: -3.7564 -3.3273 -4.8997
H: -2.0172 1.7167 -5.2696
H: -1.2270 1.1171 -6.7490
H: -0.4419 1.0874 -5.1075
H: -5.2714 0.6511 -3.4771
H: -5.6261 1.6921 -4.7772
H: -4.1405 1.9941 -3.8070
H: -3.0607 -4.0556 -5.2990
H: -4.7672 -3.6460 -5.1819
H: -3.9074 -3.3156 -3.8212
C: 4.4280 3.4655 2.4358
O: 4.3406 3.3210 1.0423
P: 3.8565 4.5779 0.1744
O: 2.4515 5.0222 0.3035
O: 4.8713 5.6945 0.6677
C: 5.1002 6.8656 -0.1283
O: 4.2993 4.2495 -1.3246
C: 5.4255 3.3938 -1.5465
H: 3.8341 2.6973 2.9455
H: 4.1422 4.4537 2.7963
H: 5.4154 3.2249 2.8488
H: 5.0594 7.6885 0.5871
H: 4.3574 7.0078 -0.9099
H: 6.1209 6.8993 -0.5095
H: 6.2346 3.9710 -2.0059
H: 5.1642 2.5866 -2.2262
H: 5.9190 3.0199 -0.6535
C: -1.0267 -1.2825 7.1097
O: -1.8144 -0.9955 5.9624
P: -2.5622 -2.2007 5.2189
O: -3.6402 -1.7786 4.3190
O: -1.4230 -3.0040 4.4474
C: -0.7320 -2.4341 3.3264
O: -2.9794 -3.2217 6.3730
C: -2.4875 -4.5282 6.5334
H: -1.0707 -0.5410 7.9065
H: 0.0327 -1.3099 6.8405
H: -1.1784 -2.2423 7.6045
H: 0.2688 -2.1634 3.6700
H: -1.2261 -1.5151 3.0150
H: -0.5768 -3.1719 2.5442
H: -1.8907 -4.6810 7.4384
H: -1.9500 -4.9192 5.6733
H: -3.2887 -5.2440 6.7440
C: 3.6382 4.7195 5.6831
O: 2.2152 4.5821 5.7387
P: 1.4368 3.2988 5.2024
O: 1.1054 3.2869 3.7639
O: 0.1795 3.2427 6.1803
C: -1.0051 2.5516 5.7795
O: 2.4022 2.0707 5.6984
C: 2.1767 0.8428 5.0002
H: 3.7959 5.7265 5.2919
H: 4.0773 3.9837 5.0151
H: 4.0675 4.7337 6.6830
H: -1.0208 1.5516 6.2149
H: -1.0719 2.4594 4.6963
H: -1.9123 3.0166 6.1604
H: 1.7009 0.9808 4.0269
H: 1.5693 0.1728 5.6077
H: 3.0821 0.2865 4.7490
C: 0.9335 -4.4099 -0.9168
O: 0.1873 -5.5090 -1.4390
P: -1.3989 -5.3833 -1.4309
O: -1.9502 -4.0724 -1.7846
O: -1.8490 -6.4516 -2.5375
C: -3.1875 -6.8688 -2.5752
O: -1.9084 -6.0350 -0.0186
C: -1.9634 -5.1238 1.0698
H: 1.8700 -4.2349 -1.4362
H: 1.2101 -4.6217 0.1242
H: 0.3558 -3.4905 -0.7956
H: -3.3886 -7.8913 -2.2449
H: -3.4885 -6.9955 -3.6242
H: -3.8948 -6.1443 -2.1700
H: -1.3560 -5.5706 1.8656
H: -2.9381 -5.1133 1.5698
H: -1.6629 -4.1010 0.8472
C: 0.0823 -3.5975 -4.5217
O: 1.3606 -3.9786 -4.0626
P: 2.6397 -3.7991 -4.9703
O: 2.4456 -4.3523 -6.3221
O: 2.9928 -2.2341 -4.9603
C: 2.5862 -1.3973 -3.8926
O: 3.8199 -4.5677 -4.2095
C: 5.1648 -4.4107 -4.6578
H: -0.0161 -3.5496 -5.6100
H: -0.2674 -2.6342 -4.1457
H: -0.6575 -4.3499 -4.2458
H: 1.9872 -0.6265 -4.3879
H: 3.4333 -0.8152 -3.5065
H: 2.1413 -1.9365 -3.0596
H: 5.7592 -4.7095 -3.7939
H: 5.3562 -3.3967 -5.0034
H: 5.4383 -5.1360 -5.4262

| no. | E (Eh) |
| --- | --- |
| 1 | -327.9430 |
| 2 | -4120.8558 |
| 3 | -2048.5550 |
| 4 | -10428.0542 |